{"formula": "C39H57Cl2NO5S3", "method": "ωB97M-V/def2-TZVPD", "lumo_ev": -0.2, "homo_energy_ev": -7.87, "gap_ev": 7.648, "spin_multiplicity": 1, "symbols": ["C", "C", "O", "N", "C", "C", "C", "C", "C", "C", "O", "C", "C", "O", "C", "C", "C", "C", "C", "C", "C", "C", "C", "C", "C", "C", "C", "C", "C", "C", "S", "C", "C", "C", "Cl", "C", "C", "Cl", "C", "C", "C", "C", "H", "H", "H", "H", "H", "H", "H", "H", "H", "H", "H", "H", "H", "H", "H", "H", "H", "H", "H", "H", "H", "H", "H", "H", "H", "H", "H", "H", "H", "H", "H", "H", "H", "H", "H", "H", "H", "H", "H", "H", "H", "H", "H", "H", "H", "C", "S", "O", "C", "H", "H", "H", "H", "H", "H", "C", "S", "O", "C", "H", "H", "H", "H", "H", "H"], "positions_angstrom": [[7.22195, -0.76884, 3.84482], [6.22322, -1.55666, 2.75925], [6.01685, -0.61100, 1.65077], [6.40827, -1.22732, 0.52160], [5.44247, -0.87460, -0.58790], [4.12347, -1.88541, -0.77763], [2.93933, -1.61176, -1.92070], [3.05814, -0.32608, -2.94095], [1.96121, 0.07251, -4.10766], [0.59945, 0.58993, -3.35504], [0.04608, 1.85411, -3.87335], [-1.22599, 2.02384, -3.09874], [-2.01069, 3.41506, -3.53339], [-2.55379, 4.17525, -2.39694], [-3.45900, 3.36124, -1.56306], [-3.25666, 3.45044, 0.06615], [-4.27322, 2.59310, 1.07988], [-5.49800, 1.62035, 0.49025], [-6.47351, 0.86113, 1.61745], [-6.69207, 2.02177, 2.80414], [-5.69081, -0.37272, 2.35704], [-7.96787, 0.52320, 1.05549], [-8.23999, -1.01745, 0.59035], [-7.11319, -1.64261, -0.44519], [-9.65714, -0.97505, -0.30001], [-8.59484, -2.05151, 1.85675], [-5.68825, 1.50688, -1.13326], [-4.65532, 2.37266, -2.12368], [4.37146, 0.67732, -2.76223], [5.53447, 0.41639, -1.59404], [7.00274, 1.58121, -1.34630], [8.35296, 0.43903, -0.65602], [9.95878, 0.80179, -0.93701], [10.41271, 2.16853, -1.78434], [12.20131, 2.05034, -2.38342], [10.37002, 3.53527, -0.83578], [10.57060, 3.21995, 0.76085], [8.86937, 4.59149, -1.11135], [11.10999, -0.23868, -0.31704], [10.65984, -1.56099, 0.55140], [9.03519, -1.86478, 0.79988], [7.84041, -0.86485, 0.19634], [7.82004, -1.51635, 4.52117], [6.53936, -0.07581, 4.52658], [7.92832, -0.06496, 3.19716], [5.21088, -1.91474, 3.27355], [6.78700, -2.54885, 2.45690], [3.96819, -2.81468, -0.07175], [2.01930, -2.34659, -1.97584], [2.43215, 0.94769, -4.72863], [1.64677, -0.84633, -4.79339], [-0.21443, -0.26027, -3.46201], [0.79626, 0.75207, -2.19491], [-0.93947, 2.06847, -1.94178], [-1.95058, 1.10681, -3.29195], [-1.17196, 4.10586, -4.02664], [-2.80204, 3.23519, -4.40310], [-2.42455, 4.14711, 0.55955], [-4.05801, 2.74130, 2.23182], [-5.72952, 2.01509, 3.49631], [-7.56969, 1.60323, 3.48369], [-6.91829, 3.07915, 2.34890], [-5.18072, -1.14510, 1.63344], [-6.37575, -0.91895, 3.15001], [-4.79825, 0.11247, 2.98391], [-8.16725, 1.21200, 0.11623], [-8.80267, 0.82512, 1.84929], [-7.54162, -1.70555, -1.53991], [-6.96654, -2.77612, -0.09998], [-6.05595, -1.14774, -0.36337], [-10.06605, -2.06268, -0.53634], [-9.52422, -0.34978, -1.29174], [-10.46369, -0.47047, 0.42085], [-9.63428, -2.60955, 1.67822], [-7.72815, -2.80710, 2.07819], [-8.77902, -1.38252, 2.82675], [-6.52730, 0.84259, -1.60971], [-4.74796, 2.30611, -3.31240], [4.49942, 1.61796, -3.48251], [9.72381, 2.34110, -2.73584], [11.30502, 4.19395, -1.16812], [11.57834, 2.66153, 1.01793], [9.66869, 2.63011, 1.25732], [10.59749, 4.27085, 1.31884], [12.27924, -0.05095, -0.45068], [11.50500, -2.25287, 0.98434], [8.78990, -2.80805, 1.45277], [-14.63923, 1.31856, -0.76837], [-13.02565, 1.28947, -1.58478], [-12.34094, 0.01581, -1.18683], [-12.29813, 2.62636, -0.60631], [-15.26002, 0.52891, -1.19831], [-14.51931, 1.14165, 0.30314], [-15.11730, 2.28612, -0.93804], [-12.32265, 2.36855, 0.45507], [-12.85297, 3.55095, -0.78120], [-11.26065, 2.76264, -0.92164], [8.64100, -7.14817, 2.54655], [8.25617, -5.40444, 2.25963], [8.55130, -4.66193, 3.52888], [6.46269, -5.62343, 2.16247], [9.72119, -7.24836, 2.67670], [8.13369, -7.49952, 3.44822], [8.32514, -7.73896, 1.68358], [6.08999, -6.06873, 3.08789], [6.21828, -6.26424, 1.31222], [6.00030, -4.64340, 2.02072]], "mulliken_charge": [-0.779, 0.290, -0.235, 0.361, -0.098, -0.379, -0.415, 0.322, -0.498, -0.387, -0.346, -0.160, -0.476, -0.382, 0.186, -0.526, -0.288, 0.057, 1.593, -1.447, -1.168, -1.124, 1.810, -1.362, -1.452, -1.216, -0.051, -0.476, -0.648, 0.344, -0.152, 0.360, 0.077, -0.035, -0.202, -0.022, -0.890, -0.177, -0.498, -0.547, -0.160, 0.072, 0.267, 0.293, 0.126, 0.306, -0.340, 0.238, 0.250, 0.280, 0.300, 0.221, 0.360, 0.243, 0.257, 0.309, 0.198, 0.269, 0.128, 0.314, 0.428, 0.293, 0.253, 0.215, 0.392, 0.160, 0.298, 0.222, 0.303, 0.268, 0.354, 0.310, 0.268, 0.307, 0.295, 0.224, 0.220, 0.131, 0.135, 0.408, 0.362, 0.244, 0.199, 0.342, 0.206, 0.309, -0.062, -0.945, 0.414, -0.529, -0.889, 0.313, 0.300, 0.371, 0.286, 0.390, 0.278, -0.996, 0.541, -0.595, -0.726, 0.345, 0.306, 0.362, 0.352, 0.376, 0.064]}